Record 1
Entry from the OMol25 dataset: one molecule with the formula C3O2S3 at a distorted geometry (ωB97M-V with the def2-TZVPD basis set).

Geometry as ORCA input:
```
! wB97M-V def2-TZVPD RIJCOSX def2/J DEFGRID3
* xyz 0 1
C -1.566 -0.529 0.175
C 1.011 -0.485 -0.148
C 0.571 0.995 -0.114
O -2.607 -0.880 0.423
O 1.399 1.875 -0.187
S -0.240 -1.601 -0.413
S 2.512 -0.714 0.291
S -1.080 1.339 -0.027
*
```

Values from the calculation:
E_HOMO in eV: -9.5
SMILES string: O=C1SC(=O)C(=S)S1
E in eV: -39710.354
Gap between HOMO and LUMO in Eh: 0.28985

---

Record 2
Entry from the OMol25 dataset: an isolated ion of composition C3O4S and charge -2 at a distorted geometry (ωB97M-V with the def2-TZVPD basis set).

Geometry as ORCA input:
```
! wB97M-V def2-TZVPD RIJCOSX def2/J DEFGRID3
* xyz -2 1
C -0.127 0.411 -0.030
C 1.428 -0.256 0.053
C -1.394 -0.279 -0.142
O 2.047 -0.138 1.074
O -2.206 -0.241 -1.065
O 1.719 -0.604 -1.069
O -1.429 -0.932 0.956
S -0.038 2.038 0.221
*
```

Values from the calculation:
E_HOMO in eV: 0.3
SMILES string: O=C([O-])C(=S)C(=O)[O-]
E in eV: -22135.397
Gap between HOMO and LUMO in Eh: 0.20742

---

Record 3
Entry from the OMol25 dataset: C3O4S as an isolated structure at a distorted geometry (ωB97M-V with the def2-TZVPD basis set).

Geometry as ORCA input:
```
! wB97M-V def2-TZVPD RIJCOSX def2/J DEFGRID3
* xyz 0 1
C -0.506 0.060 0.549
C -0.845 -0.984 -0.119
C -0.354 1.424 0.987
O -0.755 2.428 1.295
O 1.564 -1.984 -0.256
O 0.617 -1.530 -2.462
O 0.681 0.927 0.308
S 0.627 -1.354 -1.062
*
```

Values from the calculation:
E_HOMO (spin up / spin down) in eV: -10.9 / -10.9
E in eV: -22129.528
Gap between HOMO and LUMO (spin up / spin down) in Eh: 0.31919 / 0.31922

---

Record 4
Entry from the OMol25 dataset: C40H102F3O14Zn as an isolated structure at a distorted geometry (ωB97M-V with the def2-TZVPD basis set).

Geometry as ORCA input:
```
! wB97M-V def2-TZVPD RIJCOSX def2/J DEFGRID3
* xyz 1 1
Zn -2.183 2.450 0.387
C -0.281 -0.088 0.449
O 0.915 0.556 0.862
O -1.201 0.783 0.092
C 0.028 -1.155 -0.610
F 0.605 -0.643 -1.697
F 0.845 -2.097 -0.109
F -1.067 -1.861 -1.005
C 1.752 -0.174 1.772
C 2.984 0.654 2.048
H 2.737 1.710 2.185
H 3.629 0.280 2.835
H 3.559 0.646 1.113
H 2.045 -1.146 1.358
H 1.207 -0.445 2.690
H -0.685 -0.692 1.303
C -0.941 5.163 -2.946
C -1.799 3.998 -2.536
C -1.590 2.841 -3.472
O -1.404 3.566 -1.199
H -1.121 6.080 -2.383
H -1.246 5.482 -3.955
H 0.110 4.899 -3.031
H -2.839 4.318 -2.597
H -0.558 2.474 -3.485
H -1.864 3.126 -4.492
H -2.189 1.965 -3.214
H -0.428 3.385 -1.186
C -0.474 3.542 3.827
C -0.516 4.250 2.494
C 0.520 5.333 2.386
O -0.415 3.304 1.380
H -0.943 2.560 3.741
H -0.946 4.120 4.618
H 0.550 3.295 4.126
H -1.475 4.768 2.349
H 1.514 5.014 2.712
H 0.227 6.165 3.026
H 0.634 5.696 1.360
H 0.408 3.447 0.873
C -2.435 0.128 3.677
C -3.264 0.554 2.513
C -4.741 0.251 2.589
O -3.044 1.963 2.196
H -1.408 0.467 3.493
H -2.470 -0.944 3.848
H -2.636 0.642 4.629
H -2.940 -0.023 1.647
H -5.314 0.987 3.177
H -4.876 -0.711 3.082
H -5.232 0.269 1.621
H -3.461 2.438 2.928
C 3.282 1.135 -2.066
C 2.993 2.417 -1.309
C 3.439 3.703 -1.992
O 1.550 2.530 -1.058
H 4.359 0.971 -2.190
H 2.755 1.088 -3.016
H 3.014 0.258 -1.465
H 3.459 2.441 -0.311
H 3.127 4.554 -1.390
H 3.002 3.766 -2.993
H 4.514 3.690 -2.158
H 1.201 1.722 -0.626
C 4.474 3.599 4.433
C 4.622 4.935 5.127
C 4.769 6.090 4.131
O 3.362 5.099 5.877
H 4.057 2.872 5.133
H 5.396 3.237 3.975
H 3.730 3.633 3.627
H 5.427 4.904 5.866
H 4.056 6.010 3.315
H 5.774 5.999 3.683
H 4.814 7.084 4.579
H 3.090 6.017 5.811
C 4.254 -3.744 -5.009
C 3.761 -2.326 -4.721
C 2.384 -2.278 -4.127
O 4.635 -1.547 -3.860
H 4.832 -3.810 -5.928
H 3.457 -4.490 -5.003
H 4.900 -4.075 -4.184
H 3.763 -1.760 -5.667
H 1.649 -2.792 -4.751
H 2.047 -1.253 -3.960
H 2.353 -2.793 -3.163
H 5.462 -1.383 -4.321
C -2.382 -2.390 -3.829
C -2.737 -2.212 -5.297
C -3.190 -0.804 -5.552
O -1.581 -2.441 -6.076
H -3.304 -2.271 -3.246
H -1.597 -1.706 -3.499
H -2.001 -3.386 -3.575
H -3.485 -2.949 -5.579
H -3.986 -0.494 -4.869
H -3.497 -0.664 -6.588
H -2.349 -0.137 -5.389
H -0.794 -2.179 -5.592
C 4.814 -4.257 1.117
C 4.707 -4.715 -0.360
C 3.499 -4.034 -1.038
O 5.919 -4.289 -1.046
H 3.878 -4.463 1.643
H 4.952 -3.174 1.138
H 5.642 -4.772 1.602
H 4.620 -5.796 -0.419
H 2.572 -4.500 -0.678
H 3.598 -4.382 -2.071
H 3.372 -2.961 -0.927
H 5.957 -3.328 -0.992
C -5.246 1.768 -2.689
C -4.986 2.422 -1.317
C -6.186 2.296 -0.383
O -3.818 1.831 -0.681
H -4.544 2.189 -3.407
H -6.195 2.198 -3.023
H -5.283 0.691 -2.573
H -4.814 3.495 -1.450
H -7.040 2.944 -0.578
H -5.888 2.548 0.643
H -6.553 1.263 -0.335
H -3.851 0.853 -0.810
C -0.560 -5.138 -0.661
C -0.716 -6.045 -1.886
C 0.293 -5.722 -2.989
O -0.674 -7.402 -1.543
H -0.773 -4.100 -0.933
H 0.356 -5.220 -0.068
H -1.375 -5.253 0.073
H -1.720 -5.775 -2.250
H 0.381 -4.633 -3.065
H -0.036 -6.116 -3.948
H 1.275 -6.128 -2.741
H -0.199 -7.553 -0.724
C -3.700 -3.313 -1.332
C -4.639 -2.141 -1.143
C -5.746 -2.422 -0.162
O -3.861 -0.999 -0.622
H -2.908 -3.108 -2.052
H -4.291 -4.131 -1.772
H -3.281 -3.762 -0.429
H -5.009 -1.837 -2.126
H -5.365 -2.691 0.825
H -6.371 -3.241 -0.521
H -6.365 -1.535 -0.003
H -2.928 -1.243 -0.686
C 1.266 -0.081 7.532
C 0.432 -1.092 6.783
C 0.938 -1.458 5.414
O 0.307 -2.338 7.573
H 1.461 0.845 6.974
H 2.253 -0.501 7.744
H 0.824 0.271 8.466
H -0.640 -0.834 6.716
H 1.057 -0.486 4.908
H 0.257 -2.047 4.807
H 1.937 -1.898 5.414
H -0.153 -2.156 8.397
*
```

Values from the calculation:
E_HOMO in eV: -11.4
E in eV: -128364.644
Gap between HOMO and LUMO in Eh: 0.32809

---

Record 5
Entry from the OMol25 dataset: a 13-piece molecular cluster, C40H103F5O14P overall at a distorted geometry (ωB97M-V with the def2-TZVPD basis set).

Geometry as ORCA input:
```
! wB97M-V def2-TZVPD RIJCOSX def2/J DEFGRID3
* xyz -1 1
F -0.282 1.428 -1.779
C 0.471 1.407 -0.666
F 1.042 2.635 -0.559
F 1.521 0.533 -0.926
C -0.281 0.974 0.637
F -0.061 -0.354 0.936
F 0.330 1.690 1.665
P -2.199 1.322 0.673
O -2.639 0.153 -0.532
C -3.914 0.597 -1.014
C -4.731 0.811 0.336
O -3.851 1.656 1.104
H -2.165 2.435 -0.251
H -1.887 2.125 1.842
H -2.298 0.179 1.581
H -3.838 1.642 -1.408
H -4.345 -0.137 -1.723
H -4.628 -0.179 0.832
H -5.765 1.185 0.224
C -6.987 -2.895 -1.975
C -6.412 -2.876 -0.566
C -7.248 -3.715 0.390
O -6.346 -1.536 -0.090
H -7.999 -2.476 -1.984
H -6.380 -2.282 -2.644
H -7.028 -3.911 -2.373
H -5.388 -3.254 -0.585
H -8.268 -3.324 0.460
H -6.822 -3.682 1.394
H -7.297 -4.757 0.064
H -7.244 -1.185 -0.067
C 1.435 -3.602 -2.729
C 0.569 -2.755 -3.647
C 1.393 -1.701 -4.363
O -0.459 -2.127 -2.891
H 1.900 -2.981 -1.960
H 0.833 -4.353 -2.212
H 2.224 -4.112 -3.289
H 0.074 -3.396 -4.382
H 1.862 -1.019 -3.647
H 0.750 -1.096 -5.006
H 2.174 -2.157 -4.976
H -0.040 -1.551 -2.238
C 5.666 -1.386 0.701
C 4.945 -2.645 0.242
C 4.655 -2.601 -1.250
O 3.724 -2.791 0.966
H 5.053 -0.501 0.522
H 5.862 -1.425 1.774
H 6.615 -1.261 0.177
H 5.553 -3.523 0.471
H 4.009 -1.753 -1.496
H 4.130 -3.505 -1.563
H 5.578 -2.515 -1.830
H 3.170 -2.023 0.776
C -2.173 -5.679 -3.407
C -3.051 -6.366 -4.441
C -2.233 -6.847 -5.630
O -4.065 -5.467 -4.887
H -1.686 -4.799 -3.836
H -2.772 -5.331 -2.564
H -1.400 -6.355 -3.032
H -3.564 -7.215 -3.983
H -1.748 -6.004 -6.131
H -2.876 -7.331 -6.368
H -1.462 -7.555 -5.320
H -3.630 -4.708 -5.293
C -0.313 0.766 5.587
C -1.178 -0.467 5.369
C -0.328 -1.722 5.238
O -1.968 -0.302 4.200
H 0.355 0.922 4.735
H -0.935 1.659 5.672
H 0.288 0.674 6.492
H -1.872 -0.580 6.205
H 0.343 -1.648 4.377
H -0.962 -2.597 5.074
H 0.275 -1.891 6.135
H -1.375 -0.193 3.442
C 1.398 7.358 1.791
C 0.529 6.130 1.557
C 1.371 4.873 1.414
O -0.260 6.321 0.384
H 2.073 7.522 0.945
H 0.780 8.254 1.885
H 1.998 7.250 2.698
H -0.168 6.012 2.389
H 2.044 4.954 0.555
H 0.738 4.006 1.243
H 1.970 4.695 2.311
H 0.343 6.423 -0.362
C 8.661 2.848 0.409
C 7.927 1.594 -0.041
C 7.636 1.628 -1.534
O 6.707 1.462 0.682
H 8.054 3.739 0.223
H 8.856 2.812 1.483
H 9.613 2.960 -0.115
H 8.528 0.713 0.194
H 6.995 2.479 -1.784
H 7.103 0.726 -1.841
H 8.557 1.705 -2.116
H 6.159 2.233 0.487
C 4.632 -2.338 -7.419
C 3.881 -3.642 -7.198
C 4.298 -4.701 -8.208
O 2.477 -3.412 -7.294
H 4.417 -1.932 -8.413
H 4.316 -1.587 -6.692
H 5.710 -2.481 -7.328
H 4.071 -4.007 -6.186
H 4.073 -4.373 -9.227
H 3.747 -5.628 -8.040
H 5.367 -4.914 -8.140
H 2.288 -3.088 -8.182
C -0.282 1.930 -5.628
C -1.168 1.244 -6.656
C -0.360 0.774 -7.857
O -2.192 2.140 -7.089
H 0.196 2.817 -6.056
H -0.874 2.267 -4.776
H 0.496 1.257 -5.263
H -1.669 0.391 -6.196
H 0.115 1.623 -8.359
H -1.009 0.290 -8.590
H 0.418 0.068 -7.558
H -1.763 2.901 -7.497
C -2.102 -6.089 3.334
C -2.994 -5.249 2.432
C -2.193 -4.194 1.687
O -4.012 -4.621 3.208
H -1.618 -5.462 4.089
H -2.691 -6.837 3.868
H -1.326 -6.599 2.759
H -3.504 -5.897 1.715
H -1.710 -3.505 2.386
H -2.848 -3.593 1.053
H -1.423 -4.651 1.061
H -3.590 -4.036 3.849
C 0.623 10.281 4.550
C -0.783 10.651 4.993
C -1.828 10.098 4.037
O -0.906 12.072 5.073
H 0.842 10.699 3.563
H 1.364 10.690 5.241
H 0.750 9.198 4.503
H -0.965 10.263 5.998
H -1.691 10.511 3.033
H -2.832 10.377 4.364
H -1.772 9.010 3.974
H -0.749 12.430 4.192
C -1.872 1.901 10.699
C -1.859 1.286 9.307
C -2.151 -0.206 9.361
O -0.591 1.509 8.694
H -1.102 1.446 11.329
H -1.655 2.969 10.647
H -2.842 1.765 11.183
H -2.602 1.783 8.680
H -1.390 -0.728 9.949
H -2.133 -0.636 8.359
H -3.129 -0.402 9.807
H 0.079 1.075 9.236
*
```

Values from the calculation:
E_HOMO in eV: -4.4
E in eV: -94690.942
Gap between HOMO and LUMO in Eh: 0.23243

---

What did the third record say?
Entry from the OMol25 dataset: C3O4S as an isolated structure at a distorted geometry (ωB97M-V with the def2-TZVPD basis set).

Geometry as ORCA input:
```
! wB97M-V def2-TZVPD RIJCOSX def2/J DEFGRID3
* xyz 0 1
C -0.506 0.060 0.549
C -0.845 -0.984 -0.119
C -0.354 1.424 0.987
O -0.755 2.428 1.295
O 1.564 -1.984 -0.256
O 0.617 -1.530 -2.462
O 0.681 0.927 0.308
S 0.627 -1.354 -1.062
*
```

Values from the calculation:
E_HOMO (spin up / spin down) in eV: -10.9 / -10.9
E in eV: -22129.528
Gap between HOMO and LUMO (spin up / spin down) in Eh: 0.31919 / 0.31922

---

Q: Which of these has the lowest E?
A: C40H102F3O14Zn